Record 1
One molecule with the formula C27H47NO8S2, computed with ωB97M-V/def2-TZVPD.

```
85
C27H47NO8S2 ωB97M-V/def2-TZVPD
C -5.37 -1.70 -1.75
O -4.89 -0.84 -2.85
C -5.84 -0.89 -3.99
C -5.13 -0.37 -5.41
C -4.00 0.81 -5.15
C -2.47 0.18 -4.87
C -1.62 1.39 -4.16
C -0.05 0.97 -3.79
C 0.01 -0.41 -2.90
C 0.79 -0.21 -1.43
O 1.41 -1.52 -1.21
S 2.56 -1.49 0.09
O 3.39 -0.14 -0.03
O 1.62 -1.58 1.48
C 1.24 -0.32 2.10
C 0.16 -0.79 3.30
C -0.66 -2.15 2.96
C -2.20 -1.94 3.58
O -3.13 -2.79 2.76
C 2.52 0.20 2.98
C 3.59 -1.00 3.42
C 5.22 -0.74 3.14
C 6.38 -1.83 3.57
C 5.96 -3.23 4.31
C 7.07 -4.37 4.81
C 4.37 -3.55 4.57
C 3.22 -2.42 4.12
C 0.49 0.77 1.15
C 1.30 2.15 0.80
C 0.29 3.44 0.42
C 0.62 4.05 -1.10
S 1.71 5.60 -0.85
O 2.06 6.32 -2.18
O 0.98 6.68 0.04
O 3.13 5.07 -0.01
C -0.25 0.08 -0.19
C -1.65 0.81 -0.61
N -2.70 0.85 0.53
H -4.54 -2.48 -1.40
H -6.34 -2.30 -2.01
H -5.60 -1.05 -0.78
H -6.15 -2.01 -4.16
H -6.75 -0.20 -3.69
H -6.00 0.01 -6.13
H -4.57 -1.32 -5.87
H -3.90 1.50 -6.09
H -4.24 1.47 -4.19
H -2.00 -0.20 -5.88
H -2.65 -0.76 -4.20
H -2.12 1.80 -3.19
H -1.50 2.24 -5.00
H 0.45 0.73 -4.85
H 0.57 1.85 -3.34
H 0.71 -1.16 -3.52
H -1.01 -0.97 -2.78
H 1.55 0.67 -1.65
H 0.77 -1.01 4.30
H -0.60 0.05 3.60
H -0.81 -2.41 1.84
H -0.18 -3.03 3.59
H -2.29 -2.28 4.70
H -2.60 -0.83 3.41
H -4.05 -2.38 2.91
H 3.20 1.00 2.45
H 2.18 0.71 4.01
H 5.52 0.28 2.61
H 7.51 -1.59 3.34
H 8.16 -4.01 4.56
H 7.02 -4.41 6.01
H 6.78 -5.41 4.38
H 4.05 -4.56 5.09
H 2.11 -2.71 4.34
H -0.44 1.18 1.78
H 2.05 2.09 -0.09
H 1.93 2.59 1.71
H -0.84 3.19 0.58
H 0.52 4.36 1.15
H 1.15 3.27 -1.80
H -0.40 4.45 -1.50
H 3.83 4.92 -0.74
H -0.57 -1.00 0.20
H -1.51 1.91 -1.05
H -2.25 0.23 -1.47
H -3.64 0.72 0.10
H -2.63 1.78 1.04
```

Results
2S+1 = 1
Orbital gap = 0.3078 Ha

These are the Löwdin partial charges, in e, on atoms 1 to 4: -0.125 -0.292 -0.215 -0.165

Record 2
CH3NO3S as an isolated structure, computed with ωB97M-V/def2-TZVPD.

```
9
CH3NO3S ωB97M-V/def2-TZVPD
C 0.83 -0.49 -0.10
N 0.12 0.19 0.69
O -2.13 1.26 -0.51
O -1.93 -1.15 -0.32
O 1.99 -0.31 -0.67
S -2.06 0.11 0.36
H 0.20 -1.31 -0.29
H 0.62 1.28 1.03
H 2.36 0.42 -0.18
```

Results
2S+1 = 1
Orbital gap = 0.3806 Ha
Energy relative to the best compared isomer or geometry (same formula, charge and spin) = 39.6 kcal/mol

These are the Löwdin partial charges, in e, on atoms 1 to 4: -0.382 -0.042 -0.455 -0.470

Record 3
A 2-piece molecular cluster, C9H14 overall, computed with ωB97M-V/def2-TZVPD.

```
23
C9H14 ωB97M-V/def2-TZVPD
C -1.52 2.96 1.64
C -2.51 2.31 0.68
H -1.98 3.04 2.63
H -0.61 2.39 1.81
H -1.21 3.98 1.41
H -3.24 1.64 1.13
H -3.17 3.09 0.28
H -1.98 1.86 -0.15
C 0.01 -2.44 -2.28
C 0.18 -1.70 0.13
C 0.71 -1.71 -1.16
C 0.89 -1.11 1.17
C 1.94 -1.10 -1.37
C 2.07 -0.43 0.94
C 2.62 -0.46 -0.34
H -0.77 -2.17 0.34
H 0.48 -1.25 2.16
H -0.03 -1.80 -3.17
H -1.00 -2.72 -2.02
H 2.29 -1.01 -2.39
H 2.75 -0.26 1.77
H 3.44 0.16 -0.65
H 0.63 -3.29 -2.57
```

Results
2S+1 = 1
Orbital gap = 0.3686 Ha
SMILES = Cc1ccccc1.CC
Energy relative to the best compared isomer or geometry (same formula, charge and spin) = 12.4 kcal/mol

These are the Löwdin partial charges, in e, on atoms 1 to 4: -0.176 -0.171 0.059 0.052

Record 4
One molecule with the formula C5H7FO, computed with ωB97M-V/def2-TZVPD.

```
14
C5H7FO ωB97M-V/def2-TZVPD
C 1.38 1.46 0.18
C 0.55 0.48 -0.10
C -0.81 0.43 0.52
C -1.31 -0.98 0.13
C 0.68 -0.81 -0.88
H 2.44 1.64 -0.15
H -1.47 1.13 0.06
H -0.73 0.53 1.60
H -1.03 -1.64 0.89
H -2.37 -1.05 0.00
H 1.26 -1.59 -0.31
H 1.17 -0.71 -1.84
O -0.63 -1.30 -1.07
F 0.88 2.41 0.97
```

Results
2S+1 = 1
Orbital gap = 0.3797 Ha
SMILES = F/C=C1\CCOC1
Energy relative to the best compared isomer or geometry (same formula, charge and spin) = 17.0 kcal/mol

These are the Löwdin partial charges, in e, on atoms 1 to 4: -0.119 -0.199 -0.102 -0.183

Please write out number 1 again, unchanged.
One molecule with the formula C27H47NO8S2, computed with ωB97M-V/def2-TZVPD.

```
85
C27H47NO8S2 ωB97M-V/def2-TZVPD
C -5.37 -1.70 -1.75
O -4.89 -0.84 -2.85
C -5.84 -0.89 -3.99
C -5.13 -0.37 -5.41
C -4.00 0.81 -5.15
C -2.47 0.18 -4.87
C -1.62 1.39 -4.16
C -0.05 0.97 -3.79
C 0.01 -0.41 -2.90
C 0.79 -0.21 -1.43
O 1.41 -1.52 -1.21
S 2.56 -1.49 0.09
O 3.39 -0.14 -0.03
O 1.62 -1.58 1.48
C 1.24 -0.32 2.10
C 0.16 -0.79 3.30
C -0.66 -2.15 2.96
C -2.20 -1.94 3.58
O -3.13 -2.79 2.76
C 2.52 0.20 2.98
C 3.59 -1.00 3.42
C 5.22 -0.74 3.14
C 6.38 -1.83 3.57
C 5.96 -3.23 4.31
C 7.07 -4.37 4.81
C 4.37 -3.55 4.57
C 3.22 -2.42 4.12
C 0.49 0.77 1.15
C 1.30 2.15 0.80
C 0.29 3.44 0.42
C 0.62 4.05 -1.10
S 1.71 5.60 -0.85
O 2.06 6.32 -2.18
O 0.98 6.68 0.04
O 3.13 5.07 -0.01
C -0.25 0.08 -0.19
C -1.65 0.81 -0.61
N -2.70 0.85 0.53
H -4.54 -2.48 -1.40
H -6.34 -2.30 -2.01
H -5.60 -1.05 -0.78
H -6.15 -2.01 -4.16
H -6.75 -0.20 -3.69
H -6.00 0.01 -6.13
H -4.57 -1.32 -5.87
H -3.90 1.50 -6.09
H -4.24 1.47 -4.19
H -2.00 -0.20 -5.88
H -2.65 -0.76 -4.20
H -2.12 1.80 -3.19
H -1.50 2.24 -5.00
H 0.45 0.73 -4.85
H 0.57 1.85 -3.34
H 0.71 -1.16 -3.52
H -1.01 -0.97 -2.78
H 1.55 0.67 -1.65
H 0.77 -1.01 4.30
H -0.60 0.05 3.60
H -0.81 -2.41 1.84
H -0.18 -3.03 3.59
H -2.29 -2.28 4.70
H -2.60 -0.83 3.41
H -4.05 -2.38 2.91
H 3.20 1.00 2.45
H 2.18 0.71 4.01
H 5.52 0.28 2.61
H 7.51 -1.59 3.34
H 8.16 -4.01 4.56
H 7.02 -4.41 6.01
H 6.78 -5.41 4.38
H 4.05 -4.56 5.09
H 2.11 -2.71 4.34
H -0.44 1.18 1.78
H 2.05 2.09 -0.09
H 1.93 2.59 1.71
H -0.84 3.19 0.58
H 0.52 4.36 1.15
H 1.15 3.27 -1.80
H -0.40 4.45 -1.50
H 3.83 4.92 -0.74
H -0.57 -1.00 0.20
H -1.51 1.91 -1.05
H -2.25 0.23 -1.47
H -3.64 0.72 0.10
H -2.63 1.78 1.04
```

Results
2S+1 = 1
Orbital gap = 0.3078 Ha

These are the Löwdin partial charges, in e, on atoms 1 to 4: -0.125 -0.292 -0.215 -0.165

What did the fourth record say?
One molecule with the formula C5H7FO, computed with ωB97M-V/def2-TZVPD.

```
14
C5H7FO ωB97M-V/def2-TZVPD
C 1.38 1.46 0.18
C 0.55 0.48 -0.10
C -0.81 0.43 0.52
C -1.31 -0.98 0.13
C 0.68 -0.81 -0.88
H 2.44 1.64 -0.15
H -1.47 1.13 0.06
H -0.73 0.53 1.60
H -1.03 -1.64 0.89
H -2.37 -1.05 0.00
H 1.26 -1.59 -0.31
H 1.17 -0.71 -1.84
O -0.63 -1.30 -1.07
F 0.88 2.41 0.97
```

Results
2S+1 = 1
Orbital gap = 0.3797 Ha
SMILES = F/C=C1\CCOC1
Energy relative to the best compared isomer or geometry (same formula, charge and spin) = 17.0 kcal/mol

These are the Löwdin partial charges, in e, on atoms 1 to 4: -0.119 -0.199 -0.102 -0.183

Which formula does entry 1 have? C27H47NO8S2